Entry 1:
The following is a DFT calculation (ωB97M-V/def2-TZVPD) of a structure of composition C11H22ClN2O3ReSe2 in a non-equilibrium geometry.

Calculated values
Frontier orbital gap (alpha / beta), eV: 5.7 / 6.6
LUMO (alpha / beta), eV: -5.237 / -4.487

```
! wB97M-V def2-TZVPD RIJCOSX def2/J DEFGRID3
* xyz 1 2
Re 0.45 -1.27 -0.14
Se -0.76 -0.36 -1.90
Se 2.38 0.04 -0.44
Cl 0.47 -3.32 0.50
O 2.08 1.68 -4.85
O 1.82 -2.35 -2.24
O -0.32 -0.84 1.94
N -2.32 -0.60 2.95
N -0.78 1.16 2.91
C 2.31 -1.75 -3.42
C -3.05 1.59 3.67
C 2.58 0.54 -2.36
C 2.41 0.32 -4.79
C -2.69 -1.95 2.59
C -1.57 1.94 3.84
C -1.12 -0.11 2.58
C 1.89 -0.27 -3.45
C 0.50 1.70 2.51
C 0.37 -0.09 -3.51
C -3.19 0.09 3.88
H 1.25 1.57 3.30
H -1.39 2.99 3.63
H 0.39 2.76 2.31
H 0.85 1.20 1.61
H 1.89 -2.26 -4.30
H -2.92 -0.18 4.91
H -2.53 -2.64 3.42
H 3.50 0.18 -4.85
H -1.26 1.74 4.87
H 2.23 1.58 -2.42
H 0.17 0.93 -3.82
H 2.42 2.05 -5.67
H -3.64 2.14 4.40
H -3.74 -1.98 2.31
H 3.40 -1.81 -3.45
H -0.04 -0.78 -4.25
H 3.65 0.53 -2.53
H 1.95 -0.23 -5.62
H -4.22 -0.23 3.70
H -2.09 -2.28 1.74
H 2.06 -3.28 -2.22
H -3.39 1.86 2.67
*
```

Entry 2:
The following is a DFT calculation (ωB97M-V/def2-TZVPD) of a cluster of 10 separate species, C40H80O20S10 in total in a non-equilibrium geometry.

Calculated values
Frontier orbital gap, eV: 10.1
LUMO, eV: 0.276

```
! wB97M-V def2-TZVPD RIJCOSX def2/J DEFGRID3
* xyz 0 1
S 11.05 9.18 16.82
S 20.50 12.04 15.62
S 17.32 15.48 18.96
S 15.71 13.02 13.84
S 12.10 15.60 16.38
S 9.25 13.41 14.27
S 14.79 20.01 15.44
S 11.02 9.48 12.11
S 14.47 11.44 21.69
S 13.26 13.83 10.02
O 15.71 14.28 13.23
O 12.84 15.11 15.22
O 13.24 12.65 10.76
O 16.55 11.98 13.27
O 12.35 13.88 8.88
O 11.31 10.70 12.87
O 14.65 12.91 21.75
O 8.20 12.44 14.47
O 12.40 9.45 16.42
O 19.44 11.82 16.61
O 21.49 13.03 16.00
O 17.28 16.94 18.82
O 11.09 8.18 12.76
O 14.43 19.83 16.82
O 10.40 13.35 15.12
O 14.71 10.59 22.82
O 14.62 21.24 14.74
O 10.72 8.81 18.17
O 10.97 16.49 16.18
O 16.50 14.67 18.09
C 8.58 15.05 14.31
C 9.84 13.53 12.56
C 14.17 16.18 10.82
C 16.45 19.48 15.27
C 16.75 14.97 20.58
C 13.02 10.58 19.67
C 8.82 15.59 12.91
C 14.88 14.29 9.47
C 14.40 9.93 19.67
C 17.97 14.29 21.26
C 21.65 10.63 13.72
C 12.94 15.27 11.06
C 14.82 15.83 9.47
C 10.84 9.44 9.47
C 11.60 14.29 17.45
C 20.32 11.12 13.18
C 13.18 16.46 17.57
C 9.67 10.27 10.07
C 18.89 14.73 19.06
C 12.88 11.24 21.04
C 10.13 15.02 12.43
C 18.87 13.71 20.14
C 11.86 14.76 18.81
C 14.83 12.79 16.31
C 21.46 10.62 15.23
C 15.15 17.59 14.29
C 9.38 9.69 11.48
C 16.10 13.30 15.59
C 14.07 11.72 15.31
C 14.05 12.37 13.91
C 13.09 15.68 18.82
C 15.37 10.92 20.22
C 9.94 10.48 16.37
C 19.93 12.37 13.96
C 10.27 7.86 15.90
C 11.87 9.47 10.56
C 8.96 8.52 15.33
C 16.40 17.97 15.19
C 8.58 9.73 16.16
C 14.07 18.68 14.51
H 10.40 11.01 15.56
H 16.22 17.52 16.17
H 14.25 13.65 16.51
H 14.15 16.65 17.14
H 18.85 12.64 13.97
H 15.03 12.22 17.30
H 16.35 10.59 20.64
H 12.66 17.42 17.56
H 12.37 12.23 21.00
H 18.39 12.80 19.73
H 11.21 9.85 8.53
H 8.19 9.51 17.16
H 15.14 13.90 8.45
H 8.86 8.75 11.44
H 22.49 11.30 13.49
H 14.60 10.79 15.27
H 13.23 18.29 15.08
H 14.25 16.12 8.59
H 17.03 12.75 15.81
H 10.10 7.08 16.73
H 13.76 19.08 13.59
H 21.78 9.64 13.30
H 12.19 13.94 19.49
H 12.45 10.56 21.69
H 12.03 15.58 10.58
H 15.96 14.22 20.40
H 10.99 15.32 13.04
H 17.08 19.89 16.09
H 16.22 14.41 15.62
H 13.06 16.28 19.69
H 11.01 7.52 15.10
H 13.09 11.46 15.64
H 9.84 11.18 17.18
H 9.01 13.07 12.00
H 9.13 8.76 14.30
H 8.04 15.22 12.24
H 18.54 14.99 21.84
H 7.50 14.94 14.62
H 14.90 15.87 11.58
H 14.65 9.54 18.65
H 12.46 10.41 10.47
H 14.34 9.01 20.39
H 9.08 15.68 15.07
H 15.40 11.84 19.65
H 7.91 10.37 15.59
H 20.87 9.74 15.64
H 16.79 19.81 14.29
H 10.37 15.35 11.37
H 20.52 13.24 13.55
H 12.81 14.98 12.07
H 15.52 17.61 13.26
H 10.71 12.88 12.43
H 17.34 17.67 14.68
H 19.88 13.33 20.45
H 10.53 14.25 17.16
H 8.76 16.70 12.98
H 22.36 10.86 15.76
H 17.59 13.51 21.89
H 12.21 9.88 19.44
H 10.97 15.21 19.28
H 8.70 10.26 9.54
H 12.81 11.39 18.96
H 10.05 11.28 10.27
H 15.83 16.19 9.43
H 13.96 15.10 18.86
H 13.90 11.77 12.99
H 12.56 8.68 10.51
H 19.57 15.55 19.34
H 8.24 7.66 15.24
H 19.23 14.27 18.12
H 13.93 17.26 10.90
H 16.31 15.84 21.08
H 8.71 10.31 12.08
H 12.08 13.39 17.19
H 10.49 8.40 9.37
H 14.74 16.64 14.52
H 20.44 11.21 12.11
H 15.58 13.84 10.17
H 19.53 10.37 13.33
H 13.33 13.18 13.92
*
```

Entry 3:
The following is a DFT calculation (ωB97M-V/def2-TZVPD) of the ion C4H8N2P with charge +1 in a non-equilibrium geometry.

Calculated values
Frontier orbital gap, eV: 9.1
LUMO, eV: -4.424

```
! wB97M-V def2-TZVPD RIJCOSX def2/J DEFGRID3
* xyz 1 1
P -3.12 -0.32 0.33
N -0.06 -0.86 -0.24
N 0.69 1.18 0.24
C 2.38 -0.61 0.02
C 0.96 -0.12 0.07
C -0.69 1.39 0.46
C -1.55 0.47 0.07
H -2.57 -1.44 -0.43
H 2.24 -1.53 0.49
H 2.56 -0.83 -1.05
H -3.92 0.09 -0.86
H 1.30 1.88 0.24
H -0.06 -1.87 -0.55
H -1.14 2.40 0.67
H 2.98 0.17 0.54
*
```

Entry 4:
The following is a DFT calculation (ωB97M-V/def2-TZVPD) of a structure of composition C3H8FeO3 in a non-equilibrium geometry.

Calculated values
Frontier orbital gap (alpha / beta), eV: 9.0 / 7.4
LUMO (alpha / beta), eV: -5.016 / -6.523

```
! wB97M-V def2-TZVPD RIJCOSX def2/J DEFGRID3
* xyz 1 6
Fe 1.75 -2.60 5.51
O 2.72 1.45 4.85
O 1.46 -2.94 7.31
O 1.60 -1.25 4.20
C 0.94 0.02 4.33
C 1.63 0.75 5.50
C 3.60 2.11 5.73
H 2.28 -1.12 3.48
H 4.38 2.58 5.12
H 4.06 1.40 6.44
H 1.05 0.56 3.38
H -0.13 -0.10 4.53
H 0.92 1.45 5.97
H 3.07 2.89 6.30
H 2.07 0.06 6.24
*
```

Entry 5:
The following is a DFT calculation (ωB97M-V/def2-TZVPD) of a structure of composition Cl4O16Pb in a non-equilibrium geometry.

Calculated values
Frontier orbital gap (alpha / beta), eV: 5.1 / 5.1
LUMO (alpha / beta), eV: 4.809 / 4.827

```
! wB97M-V def2-TZVPD RIJCOSX def2/J DEFGRID3
* xyz -3 2
Pb -11.17 19.62 19.28
Cl -14.87 26.33 20.20
Cl -16.38 23.69 16.22
Cl -11.35 18.39 23.29
Cl -14.37 21.23 19.72
O -15.16 24.48 16.45
O -13.70 20.74 18.57
O -17.59 24.42 16.23
O -14.91 27.57 20.90
O -16.61 22.61 17.23
O -11.71 16.98 23.63
O -12.04 18.86 22.11
O -9.94 18.78 23.15
O -15.49 20.27 19.93
O -15.21 26.68 19.00
O -13.47 25.88 20.00
O -13.39 20.98 20.76
O -16.33 22.81 15.04
O -11.72 19.43 24.30
O -14.92 22.43 19.65
O -15.54 25.16 20.69
*
```

Which formula does entry 4 have? C3H8FeO3